Record 1
A 2-piece molecular cluster, C6H16N2 overall. Source: the OMol25 dataset; level of theory: ωB97M-V with the def2-TZVPD basis set.

SMILES: C/C=C/N.CC(C)N

Structure (ORCA input):
```
! RIJCOSX wB97M-V def2-TZVPD def2/J DEFGRID3
* xyz 0 1
C -2.05393 -1.19278 0.93184
C -2.10238 0.24508 0.49970
C -1.53107 1.23636 1.17010
N -1.51319 2.58478 0.77747
H -1.23850 -1.29845 1.65628
H -2.98321 -1.54794 1.37242
H -1.80003 -1.84092 0.08748
H -2.76510 0.50337 -0.32484
H -0.90490 1.01480 2.02409
H -1.53465 3.23725 1.54688
H -2.25768 2.82295 0.13265
C 1.28082 0.64600 -1.46977
C 1.24674 -0.51988 -0.49849
C 1.79333 -1.79673 -1.12221
N 1.93604 -0.26501 0.76224
H 0.62583 0.45280 -2.31477
H 0.92648 1.55895 -0.99205
H 2.28879 0.80711 -1.85411
H 0.20451 -0.74702 -0.26351
H 1.67677 -2.62096 -0.41995
H 1.24550 -2.00634 -2.04210
H 2.85733 -1.68903 -1.37529
H 1.66692 0.64286 1.12109
H 2.93559 -0.22723 0.59483
*
```

Record 2
A 3-piece molecular cluster, C6H16N2 overall at a distorted geometry. Source: the OMol25 dataset; level of theory: ωB97M-V with the def2-TZVPD basis set.

SMILES: [H]/N=C\N.C=C(C)C.C

Structure (ORCA input):
```
! RIJCOSX wB97M-V def2-TZVPD def2/J DEFGRID3
* xyz 0 1
H -0.58473 -1.09824 -0.49731
N -1.46766 -1.57438 0.18850
C -2.64496 -1.32299 -0.17761
N -3.09995 -0.18700 -0.80402
H -3.45272 -1.98432 0.14115
H -2.42697 0.43002 -1.22966
H -4.06419 -0.09789 -1.07029
C 0.78808 -0.45269 -1.32882
C 1.59517 -0.06087 -0.29278
C 2.25569 1.27816 -0.25150
C 1.93117 -1.00566 0.81640
H 0.70387 0.20198 -2.18611
H 0.82236 -1.48631 -1.65142
H 1.91584 1.92707 -1.05314
H 2.08543 1.77112 0.70469
H 3.33672 1.15033 -0.35780
H 1.27164 -1.87375 0.80612
H 1.85068 -0.51416 1.78418
H 2.96030 -1.35596 0.69040
C -0.71668 1.26024 1.15426
H -0.03883 1.67529 1.89187
H -1.74486 1.50022 1.40977
H -0.50569 1.69686 0.18326
H -0.76968 0.12293 1.12984
*
```

no.,orbital gap (Eh),LUMO (eV)
1,0.3413,1.0841
2,0.3375,0.9463